No. 1
{"formula": "C4H12S", "method": "ωB97M-V/def2-TZVPD", "homo_ev": -8.46, "orbital_gap_ev": 9.43, "species": ["C", "S", "C", "H", "H", "H", "H", "H", "H", "C", "C", "H", "H", "H", "H", "H", "H"], "positions_angstrom": [[1.791116, 0.549442, -1.483158], [2.655562, -0.699106, -0.481922], [2.873252, 0.120331, 1.192823], [1.503789, 1.499285, -1.037379], [2.150889, 0.766087, -2.495115], [0.839636, 0.067308, -1.758886], [3.414484, 1.025442, 0.955404], [3.358472, -0.690847, 1.726439], [1.969180, 0.422529, 1.724867], [-3.273763, -0.521652, -0.117615], [-1.916137, -0.190243, 0.477871], [-3.229209, -1.494078, -0.614084], [-4.046565, -0.553973, 0.649717], [-3.530654, 0.240110, -0.856473], [-1.421515, -1.083248, 0.897396], [-1.995424, 0.368871, 1.416018], [-1.143106, 0.173749, -0.195909]], "forces_ev_per_angstrom": [[-1.61, -0.53, -0.96], [-0.09, 0.79, 0.65], [-0.68, -0.28, -1.57], [0.41, -0.11, 0.50], [0.99, -0.10, 0.47], [-0.01, 0.20, 0.38], [0.71, -0.08, 0.58], [0.49, 0.51, 0.29], [-0.24, -0.39, -0.35], [0.41, 0.12, -0.36], [0.78, -1.20, 1.49], [-0.19, 0.14, -0.07], [0.01, -0.02, -0.07], [-0.27, -0.13, 0.04], [-0.34, -0.21, -0.35], [0.00, 0.76, -0.56], [-0.37, 0.55, -0.12]], "nbo_charge": [-0.77, 0.15, -0.70, 0.23, 0.23, 0.22, 0.22, 0.23, 0.21, -0.61, -0.62, 0.20, 0.21, 0.20, 0.20, 0.21, 0.21]}

---

No. 2
{"formula": "C4H12S", "method": "ωB97M-V/def2-TZVPD", "homo_ev": -8.45, "orbital_gap_ev": 9.52, "species": ["C", "S", "C", "H", "H", "H", "H", "H", "H", "C", "C", "H", "H", "H", "H", "H", "H"], "positions_angstrom": [[-1.071478, 2.822601, -0.262726], [-0.211191, 1.293270, -0.504461], [-0.066633, 1.127911, -2.290940], [-0.724346, 3.645936, -0.887453], [-2.142495, 2.712141, -0.470621], [-1.046842, 3.094205, 0.790332], [-1.033011, 0.869874, -2.724291], [0.795356, 0.511849, -2.503969], [0.099928, 2.123013, -2.727880], [-0.087702, -2.394039, 1.303252], [1.416161, -2.137640, 1.604829], [-0.433232, -1.721241, 0.527305], [-0.078551, -3.343561, 0.746668], [-0.716021, -2.477067, 2.176402], [1.842505, -1.430411, 0.901543], [1.484985, -1.638070, 2.579901], [1.972566, -3.058772, 1.742109]], "forces_ev_per_angstrom": [[-1.32, 0.45, -0.33], [0.76, -0.66, 0.49], [-0.80, 1.70, -0.08], [0.34, -0.05, 0.14], [0.10, -0.07, -0.15], [0.44, -0.02, 0.02], [0.29, -0.83, -0.10], [-0.23, -0.41, -0.20], [0.42, -0.13, 0.21], [1.59, -1.11, -1.44], [-1.08, 0.76, 1.35], [-0.43, 0.59, 0.46], [-0.49, -0.09, 0.42], [-0.21, 0.17, 0.06], [0.31, -0.34, -0.28], [0.11, 0.07, -0.13], [0.20, -0.04, -0.45]], "nbo_charge": [-0.77, 0.19, -0.75, 0.22, 0.21, 0.24, 0.22, 0.24, 0.21, -0.62, -0.61, 0.21, 0.20, 0.21, 0.21, 0.20, 0.20]}

---

No. 3
{"formula": "C4H12S2", "method": "ωB97M-V/def2-TZVPD", "homo_ev": [1.08, -5.12], "spin_multiplicity": 2, "charge": -1, "orbital_gap_ev": [1.90, 8.21], "species": ["C", "C", "S", "H", "H", "H", "H", "H", "H", "C", "C", "S", "H", "H", "H", "H", "H", "H"], "positions_angstrom": [[-1.388793, 3.394518, 1.547480], [-0.368023, 2.283506, 1.317551], [0.067730, 2.075824, -0.434789], [-1.184384, 4.228473, 0.893895], [-2.317467, 3.015726, 1.075142], [-1.648884, 3.560617, 2.587796], [-0.762528, 1.315765, 1.623608], [0.567497, 2.475450, 1.827862], [0.776049, 3.223433, -0.606495], [-0.346270, -3.838603, 0.266341], [0.876149, -3.148669, -0.315457], [0.619141, -1.600133, -1.202655], [-0.636425, -3.406041, 1.222562], [-1.132794, -3.788743, -0.483526], [-0.099722, -4.888151, 0.399383], [1.464509, -3.761056, -0.994617], [1.592948, -2.952181, 0.487960], [0.069320, -0.706933, -0.357670]], "forces_ev_per_angstrom": [[-1.18, -1.50, -1.28], [0.17, 0.40, -0.14], [-0.37, -0.52, -0.22], [0.44, 0.72, 0.57], [0.07, 0.04, 0.25], [0.40, 0.51, 0.18], [0.13, -0.01, 0.13], [0.15, -0.01, 0.34], [0.20, 0.40, 0.16], [0.39, -0.19, -0.79], [0.60, 0.66, 1.25], [-0.06, 0.16, -0.93], [-0.19, 0.06, -0.17], [-0.37, 0.05, 0.27], [-0.09, -0.23, 0.29], [-0.36, -0.14, -0.40], [-0.06, 0.02, 0.06], [0.13, -0.43, 0.43]], "lowdin_spin": [0.09, 0.10, 0.36, 0.03, 0.01, 0.01, 0.01, 0.03, 0.13, 0.00, 0.01, 0.21, 0.00, 0.00, 0.00, 0.00, 0.00, 0.01]}

---

No. 4
{"formula": "C4H12S2", "method": "ωB97M-V/def2-TZVPD", "homo_ev": -8.50, "orbital_gap_ev": 9.43, "species": ["C", "C", "S", "H", "H", "H", "H", "H", "H", "C", "S", "C", "H", "H", "H", "H", "H", "H"], "positions_angstrom": [[1.196079, -0.984890, 1.011167], [2.289266, -0.382987, 1.809219], [2.408585, 1.507742, 1.671087], [1.349564, -0.710517, -0.053591], [0.222635, -0.520406, 1.167118], [1.230829, -2.077199, 0.972155], [2.137701, -0.570966, 2.877437], [3.298868, -0.640478, 1.487602], [3.762319, 1.605711, 1.891249], [-2.063964, -0.108944, -0.105913], [-0.800865, 0.125452, -1.375916], [-1.921106, 0.691026, -2.775472], [-3.048865, -0.239357, -0.569666], [-2.151378, 0.843355, 0.444880], [-1.775518, -0.950365, 0.518338], [-2.688974, -0.056869, -2.945282], [-2.291792, 1.667859, -2.475995], [-1.153376, 0.801828, -3.548415]], "forces_ev_per_angstrom": [[0.09, 0.57, -2.57], [0.93, 1.51, 1.19], [0.31, -0.63, 0.00], [0.21, -0.16, 0.41], [-0.03, -0.53, 0.74], [-0.39, 0.13, 0.62], [0.34, -0.14, -0.21], [-0.31, -0.64, 0.13], [-0.90, -0.19, -0.11], [-0.29, 1.06, -0.07], [-0.94, -0.02, -1.02], [1.81, -0.03, 1.40], [0.31, -0.45, 0.06], [0.12, -0.61, 0.24], [-0.29, 0.12, 0.11], [0.07, 0.11, -0.29], [-0.31, -0.06, -0.28], [-0.74, -0.06, -0.36]], "nbo_charge": [-0.65, -0.46, -0.11, 0.23, 0.21, 0.23, 0.20, 0.22, 0.13, -0.75, 0.14, -0.70, 0.22, 0.22, 0.23, 0.21, 0.21, 0.23]}

---

No. 5
{"formula": "C4H12S2", "method": "ωB97M-V/def2-TZVPD", "homo_ev": -8.38, "orbital_gap_ev": 9.25, "species": ["C", "C", "S", "H", "H", "H", "H", "H", "H", "C", "S", "C", "H", "H", "H", "H", "H", "H"], "positions_angstrom": [[-0.423445, 1.493682, 0.925208], [0.509886, 1.679986, 2.189319], [0.983752, -0.074194, 2.777040], [-1.096111, 0.538061, 0.896154], [0.161770, 1.290839, 0.005248], [-1.175438, 2.219606, 0.899004], [1.551609, 2.208370, 1.890903], [-0.017576, 2.111142, 3.046710], [1.798004, 0.558379, 3.805878], [0.797157, -0.185743, -2.233481], [-0.853867, -0.443590, -1.719378], [-1.328296, -1.934324, -2.784995], [1.054185, -0.560632, -3.231632], [1.390782, -0.888836, -1.651893], [1.053349, 0.803378, -2.150895], [-1.934722, -1.472551, -3.665021], [-0.370335, -2.170093, -3.149447], [-1.825498, -2.674719, -2.193924]], "forces_ev_per_angstrom": [[0.58, -3.06, 0.65], [1.27, -1.17, -1.58], [1.23, 2.56, 1.41], [1.41, 1.28, 0.90], [-0.30, 0.99, 0.55], [-0.60, 1.71, -0.63], [-2.75, -0.95, 0.86], [0.34, 0.28, -0.48], [-1.12, -1.47, -1.44], [0.84, -3.52, -0.72], [-2.20, -0.83, -0.33], [-0.92, 3.54, -0.93], [-0.65, 0.56, -0.29], [0.58, 0.63, 0.53], [0.83, 2.27, 0.38], [0.77, -1.30, 1.62], [0.88, -1.16, -0.54], [-0.20, -0.37, 0.05]], "nbo_charge": [-0.64, -0.48, -0.10, 0.23, 0.21, 0.22, 0.22, 0.21, 0.13, -0.77, 0.15, -0.69, 0.22, 0.22, 0.23, 0.22, 0.21, 0.23]}

---

No. 6
{"formula": "C4H12S3", "method": "ωB97M-V/def2-TZVPD", "homo_ev": -8.96, "orbital_gap_ev": 9.45, "species": ["C", "C", "C", "S", "H", "H", "H", "H", "H", "H", "H", "H", "C", "S", "S", "H", "H", "H", "H"], "positions_angstrom": [[2.037207, 0.244572, 0.109899], [0.951092, -0.738022, 0.495352], [1.143737, -1.261274, 1.912486], [-0.341161, -2.464984, 2.193768], [1.868041, 0.822916, -0.792421], [3.056768, -0.157594, 0.029235], [2.170239, 0.968949, 0.902686], [0.044043, -0.119691, 0.482637], [0.842513, -1.539372, -0.254380], [1.057614, -0.378307, 2.562638], [2.142551, -1.676879, 2.079299], [0.249522, -3.077068, 3.269260], [-2.642124, 2.115226, -1.355138], [-2.220887, 0.296042, -1.218825], [-0.713674, -0.058724, -2.616647], [-1.740415, 2.714784, -1.154473], [-3.418840, 2.340610, -0.596788], [-2.997705, 2.348415, -2.379469], [-1.488514, -0.379602, -3.669117]], "forces_ev_per_angstrom": [[1.31, 0.18, 0.25], [0.02, 0.40, -0.49], [-1.23, 0.06, -0.28], [2.16, 0.61, 0.77], [-0.34, -0.15, -0.24], [-0.31, -0.45, -0.18], [-0.25, 0.44, 0.34], [-0.18, -0.57, -0.02], [0.03, 0.22, 0.38], [-0.17, -0.51, 0.16], [-0.43, -0.51, -0.08], [-0.54, 0.24, -0.55], [0.44, -0.31, -0.48], [-0.07, 0.71, -0.29], [-0.55, 0.35, 0.39], [-0.38, -0.26, 0.01], [0.43, -0.31, -0.47], [0.06, -0.20, 0.71], [0.01, 0.04, 0.07]], "nbo_charge": [-0.61, -0.44, -0.45, -0.09, 0.22, 0.20, 0.20, 0.21, 0.21, 0.20, 0.21, 0.13, -0.73, 0.07, -0.14, 0.22, 0.23, 0.22, 0.13]}

---

One value per record, in order, for energy relative to the best compared isomer or geometry (same formula, charge and spin): 70.87; 47.02; 116.38; 83.89; 182.85; 43.77 kJ/mol.